DFT (wB97M-V/def2-TZVPD) results for a structure of composition C5H10O2.

Summary:
LUMO = 0.7 eV
F_max = 0.4 eV/A
frontier orbital gap = 9.0782 eV
energy above the lowest of the compared OMol25 structures with the same formula, charge and spin = 98.8 kcal per mole

Structure (XYZ):
```
17
Properties=species:S:1:pos:R:3:nbo_charge:R:1
C -2.22001 -0.38113 -0.23693 -0.6329
C -0.72454 -0.33939 -0.52836 0.0864
O -0.38076 0.84392 -1.24346 -0.7177
C 0.12499 -0.45591 0.74326 -0.4093
C 1.63065 -0.46820 0.44977 -0.6377
C 2.13401 0.74817 -0.08055 0.3941
O 2.23602 1.62268 0.85326 -0.6307
H -2.50442 -1.32429 0.24203 0.2154
H -2.50360 0.43529 0.44145 0.1990
H -2.79328 -0.27328 -1.16275 0.2218
H -0.45914 -1.15752 -1.20868 0.1746
H -0.69020 1.59647 -0.71912 0.4623
H -0.14729 0.38000 1.40459 0.1962
H -0.13938 -1.37114 1.28697 0.2199
H 1.93715 -1.38986 -0.05372 0.2192
H 2.01938 0.58757 1.49604 0.4517
H 2.48339 1.01035 -1.08150 0.1878
```